The following is a quantum chemistry calculation of an isolated molecule of C6H9NS at a distorted geometry, from OMol25.

Summary:
SMILES string = C=C1S[C@H]2C[C@]1(N)C2
2S+1 = 1
DFT total energy = -686.8436 a.u.
energy relative to the best compared isomer or geometry (same formula, charge and spin) = 313.10 kJ/mol

Each line ends with the natural charge from an NBO analysis.
Element x y z (Å)
C1 -0.48714 0.02244 -0.09174  0.098
C2 -0.23604 -1.04880 1.07516  -0.408
C3 0.92033 -1.46919 0.02516  -0.342
C4 0.01080 -1.01634 -1.07573  -0.429
C5 0.77124 0.96539 -0.06881  -0.183
C6 1.01406 2.32094 0.05199  -0.452
H1 -1.90991 0.97914 0.92816  0.366
H2 -2.49925 0.09755 -0.56076  0.357
H3 0.07144 -0.63313 2.02915  0.215
H4 -0.83046 -1.86259 1.21097  0.210
H5 1.36139 -2.40421 -0.05252  0.230
H6 0.12360 -0.69361 -2.20158  0.239
H7 -0.87297 -1.68351 -1.11039  0.192
H8 2.07193 2.74673 0.07830  0.218
H9 0.13092 2.96783 -0.01056  0.218
N1 -1.71823 0.84310 -0.18063  -0.811
S1 2.07829 -0.13176 -0.04618  0.280